[1]
{"formula": "FH4NSi", "method": "ωB97M-V with the def2-TZVPD basis set", "lumo_energy_ev": [-0.95, -0.63], "symbols": ["N", "F", "Si", "H", "H", "H", "H"], "xyz": [[0.30, 1.68, 1.02], [-0.26, -1.96, 0.11], [-0.03, -0.71, -0.81], [1.02, 1.20, 1.65], [-0.72, 1.43, 1.19], [-1.44, -0.59, -1.56], [1.14, -1.04, -1.61]], "nbo_charge": [-0.8524, -0.6677, 1.2710, 0.3344, 0.3297, -0.1980, -0.2170]}



[2]
{"formula": "FH5S2Si2", "method": "ωB97M-V with the def2-TZVPD basis set", "lumo_energy_ev": -0.64, "symbols": ["F", "Si", "Si", "S", "S", "H", "H", "H", "H", "H"], "xyz": [[0.40, 0.03, 1.10], [1.24, 0.61, -0.19], [-2.47, 0.84, 0.53], [-4.57, 0.73, -0.36], [-2.08, -1.29, 0.37], [1.88, -0.59, -0.73], [0.66, 1.47, -1.18], [2.17, 1.31, 0.63], [-5.04, -0.59, -0.38], [-1.06, -1.37, 1.09]], "nbo_charge": [-0.6619, 1.2772, 0.7177, -0.5555, -0.4743, -0.2019, -0.1940, -0.2191, 0.1683, 0.1435]}



[3]
{"formula": "FHLuO2P", "method": "ωB97M-V with the def2-TZVPD basis set", "lumo_energy_ev": -1.66, "symbols": ["P", "F", "O", "O", "Lu", "H"], "xyz": [[1.09, -0.90, 0.61], [0.34, -2.38, 0.12], [0.98, -0.08, -0.76], [-0.13, -0.24, 1.41], [-0.71, 1.14, -0.15], [-1.57, 2.47, -1.21]], "nbo_charge": [1.5861, -0.6284, -1.2614, -1.2918, 2.2998, -0.7043]}



So what do the calculations give for ΔE to the lowest compared entry with this formula, charge and spin? Going down the list: 99.4 46.1 0.0 kcal/mol.